# 1
Below is a 9-piece molecular cluster, C27H81O36P9 overall, with properties calculated with ωB97M-V/def2-TZVPD.

Structure (XYZ):
```
153
Properties=species:S:1:pos:R:3:forces:R:3
C 1.11431 1.64947 -6.80311 -1.50 0.42 -0.76
O 2.38617 1.12263 -6.46806 0.49 0.22 0.20
P 2.74607 1.09877 -4.89603 -0.61 0.36 0.07
O 2.22633 2.23860 -4.12089 0.02 -0.58 -0.38
O 2.13814 -0.29678 -4.40152 0.80 0.33 0.46
C 2.67895 -1.53581 -4.95808 0.07 1.29 -0.90
O 4.33716 0.99736 -4.90205 -1.16 -0.98 -0.50
C 5.10140 2.15884 -5.18362 1.74 0.30 0.59
H 1.10222 2.55321 -7.42148 1.01 0.45 0.62
H 0.52351 1.83333 -5.90950 -0.14 0.02 -0.07
H 0.53771 1.04490 -7.51030 0.34 -0.99 0.55
H 2.13439 -1.69233 -5.89019 0.11 -0.35 0.05
H 2.58699 -2.37551 -4.28072 -0.06 0.26 0.26
H 3.71232 -1.27863 -5.18847 0.15 -0.84 -0.02
H 4.52233 3.05226 -5.39916 -0.16 -0.08 0.26
H 5.85953 2.02401 -5.96195 -0.72 -0.54 -0.51
H 5.76643 2.25603 -4.31759 -0.53 0.64 0.16
C 6.39084 2.07809 3.30062 -0.20 0.51 2.07
O 5.39301 1.13415 2.93379 -0.27 -1.12 -0.65
P 5.37385 -0.34421 3.59814 1.19 1.28 -1.10
O 6.67800 -0.99807 3.64680 -0.12 -0.02 0.51
O 4.33216 -1.04293 2.63408 -0.19 0.25 0.60
C 3.79268 -2.31218 2.97472 -1.30 -1.12 -1.64
O 4.67296 -0.14639 4.98704 -0.25 -0.51 0.45
C 3.32874 0.36496 5.09630 0.31 -0.03 -0.25
H 5.94339 3.07130 3.28746 -0.11 -0.07 -0.46
H 7.35419 2.10546 2.79624 -0.31 -0.65 -0.60
H 6.59387 1.91185 4.36526 0.36 0.08 -0.06
H 3.97979 -2.82666 3.91447 0.60 0.79 0.32
H 4.04621 -3.00370 2.16716 0.53 -0.04 0.15
H 2.71077 -2.25355 2.83136 -0.06 0.28 0.49
H 2.83863 -0.13075 5.92869 0.18 0.01 0.00
H 2.75807 0.14383 4.19395 0.04 0.16 -0.05
H 3.41579 1.43734 5.25360 -0.34 0.03 0.00
C -1.50729 4.27679 -7.86091 1.82 0.39 -0.25
O -1.69458 3.28607 -6.85002 -0.54 -0.44 0.06
P -2.56242 3.72457 -5.59407 0.78 1.09 1.66
O -3.94230 4.15350 -5.81708 0.45 0.01 -0.19
O -1.64962 4.86841 -4.87257 -1.20 -0.06 -0.84
C -0.41183 4.63053 -4.19980 -0.01 -0.52 -0.38
O -2.38315 2.48104 -4.62445 0.43 -1.02 -0.79
C -3.25394 2.27141 -3.51558 -0.24 1.03 0.89
H -2.38761 4.57122 -8.42302 -0.26 -0.06 0.39
H -0.74170 3.91520 -8.55261 -0.44 -0.57 -0.12
H -0.94759 5.10672 -7.41856 -0.74 0.41 0.10
H -0.63939 4.16202 -3.24348 0.34 -0.11 0.02
H 0.11807 5.56705 -4.04081 -0.38 0.19 0.01
H 0.23929 4.01305 -4.82214 0.00 -0.25 0.28
H -3.18926 1.29471 -3.03606 0.29 -0.36 -0.86
H -4.28266 2.49536 -3.79355 0.02 -0.01 0.03
H -2.91487 2.95765 -2.73109 -0.40 0.18 0.00
C -2.71012 -0.70611 -5.84334 1.32 0.85 -0.46
O -3.37399 -1.93331 -5.66923 -1.00 -0.42 0.63
P -3.58338 -2.66420 -4.27427 0.43 -0.43 0.99
O -4.42758 -3.86939 -4.32995 0.49 0.82 -0.35
O -2.09412 -2.86886 -3.74051 -0.10 0.41 0.17
C -1.32502 -4.06469 -3.91637 -0.25 0.45 -0.54
O -4.03214 -1.56189 -3.19267 0.31 0.06 -0.81
C -5.40244 -1.44145 -2.87471 -1.68 -0.88 0.42
H -1.86207 -0.52180 -5.17395 -0.09 -0.57 0.22
H -3.30265 0.20543 -5.74779 -0.61 -0.44 -0.11
H -2.28682 -0.77564 -6.84642 -0.13 0.33 -0.01
H -1.93833 -4.76919 -4.47505 0.22 -0.44 0.32
H -0.99047 -4.40241 -2.93900 -0.37 -0.30 0.00
H -0.43408 -3.82434 -4.49970 -0.07 0.06 -0.09
H -5.59744 -0.68850 -2.11504 0.61 0.29 -0.14
H -5.80084 -2.37264 -2.45821 0.41 -0.11 0.09
H -6.08589 -1.27343 -3.71133 0.52 0.39 -0.36
C -5.29811 -1.37763 7.38663 -1.19 0.71 2.33
O -4.21914 -1.26901 6.49577 0.09 -0.62 -1.47
P -4.52109 -1.87493 5.02600 -0.50 -0.62 0.45
O -5.30624 -3.13217 5.02597 0.64 1.01 -0.21
O -5.28211 -0.61997 4.36737 0.89 -0.40 0.14
C -5.54002 -0.62002 2.98062 -0.07 -0.44 -1.69
O -3.08064 -1.97005 4.36917 -0.54 0.31 0.43
C -2.85834 -2.59923 3.08586 0.35 0.67 -0.20
H -4.96561 -1.26093 8.42569 0.75 -0.38 -0.25
H -5.87957 -2.29818 7.38145 0.32 -0.16 -0.61
H -6.00304 -0.53624 7.38218 0.06 0.00 -1.02
H -6.39912 0.02199 2.81507 -0.07 -0.12 -0.09
H -5.67872 -1.60945 2.52409 -0.87 -0.20 0.80
H -4.73387 -0.32315 2.29302 0.42 0.88 0.93
H -2.63316 -3.65224 3.21036 -0.16 -0.09 0.05
H -2.03350 -2.04718 2.63888 0.11 -0.40 0.21
H -3.66327 -2.41782 2.37677 -0.28 -0.35 0.26
C 6.33133 -6.29251 -2.03435 -0.03 -0.32 -1.23
O 5.53185 -5.15922 -1.68190 -0.32 -0.29 -0.17
P 4.16109 -4.78432 -2.39300 -0.76 0.75 0.73
O 3.82414 -5.40322 -3.66844 0.17 -0.47 0.02
O 3.06199 -4.99220 -1.21982 0.85 0.71 -0.75
C 2.91507 -6.27895 -0.59879 0.28 0.20 -0.65
O 4.22873 -3.18644 -2.53027 0.05 -0.97 0.56
C 5.33363 -2.45680 -2.02368 0.16 1.70 1.13
H 7.36128 -5.96541 -1.94617 0.09 -0.36 0.46
H 6.19479 -6.60817 -3.07401 -0.19 0.56 -0.13
H 6.05111 -7.20228 -1.50561 0.26 0.35 0.76
H 3.56930 -6.99922 -1.09549 -0.13 -0.15 0.16
H 1.87867 -6.57093 -0.75571 0.06 -0.15 0.34
H 3.20452 -6.17603 0.44532 -0.23 -0.15 0.02
H 6.28372 -2.71592 -2.47955 -0.11 -0.06 -0.19
H 5.45093 -2.42730 -0.93274 -0.15 -1.17 0.02
H 5.11180 -1.38891 -2.11330 -0.02 -0.13 -1.04
C -3.40093 2.88806 3.86360 -0.64 -0.19 0.12
O -2.46302 3.14177 2.82446 0.46 0.42 -0.01
P -1.94477 4.61330 2.48251 1.52 -0.40 0.86
O -1.11989 5.22786 3.53501 -0.58 0.07 -0.70
O -1.16740 4.38783 1.09181 -1.42 -0.30 0.74
C -1.14700 3.09290 0.49217 1.33 -0.75 -0.50
O -3.23812 5.42501 2.10720 -0.56 0.05 -0.09
C -3.62741 6.56474 2.88267 0.63 0.32 0.50
H -3.10466 3.02660 4.90589 0.87 0.40 -0.30
H -3.62142 1.82576 3.78143 -0.41 0.09 -0.13
H -4.26593 3.53381 3.69961 -0.26 -0.34 -0.05
H -1.41634 2.28161 1.16623 0.03 0.23 0.08
H -0.10335 2.96874 0.19532 -0.01 -0.25 -0.02
H -1.72432 2.94887 -0.42385 -0.43 0.74 0.14
H -2.97401 7.39927 2.62723 -0.43 0.19 -0.38
H -3.44400 6.44989 3.95317 -0.13 -0.52 -0.05
H -4.68541 6.73151 2.71248 0.07 0.18 -0.23
C 1.41929 -0.46912 1.13808 0.17 -0.63 1.27
O 0.63448 -0.19751 -0.00303 -0.49 0.35 -0.22
P -0.80754 -0.87693 -0.20095 0.52 0.46 -0.35
O -1.63595 -0.75390 1.00010 -0.27 -0.44 -0.33
O -1.39760 -0.08909 -1.46176 0.76 -0.43 1.41
C -0.58204 0.74091 -2.28542 -0.05 -0.63 -2.47
O -0.48508 -2.39165 -0.63861 -0.15 0.84 0.12
C 0.78507 -2.72838 -1.24447 0.78 1.15 1.12
H 1.01846 -1.28357 1.75184 0.00 -0.54 -0.60
H 1.44681 0.28846 1.92678 -0.13 0.85 -0.82
H 2.43835 -0.67428 0.82328 0.02 -0.08 -0.01
H -0.72202 0.34507 -3.30101 -0.13 0.07 0.02
H 0.49590 0.64790 -2.18371 -0.11 0.35 0.82
H -0.97286 1.75285 -2.36390 0.31 0.06 0.72
H 1.42506 -1.84308 -1.31113 -0.45 0.24 -0.85
H 0.65083 -3.21195 -2.20214 0.02 -0.21 0.15
H 1.39672 -3.23417 -0.49735 -0.52 -1.06 -0.28
C 1.51404 1.33466 7.71603 -0.08 -0.42 1.76
O 0.61275 0.66212 6.85072 -0.26 -0.35 -1.17
P -0.59106 1.46594 6.12737 -0.88 0.44 0.85
O -0.21836 2.75341 5.53286 0.02 -0.60 0.46
O -1.29416 0.44647 5.10659 0.87 0.09 0.89
C -0.43196 -0.05821 4.05303 0.45 0.42 0.89
O -1.64281 1.60413 7.34805 0.17 0.25 -1.38
C -2.04021 0.51310 8.16866 0.86 0.14 1.42
H 1.23801 2.37082 7.89486 0.34 0.19 -0.53
H 2.55925 1.13877 7.48495 -0.15 0.58 -0.75
H 1.46263 0.86191 8.70615 -0.48 -0.07 -0.07
H -1.02488 -0.20377 3.15841 0.04 -0.05 -0.01
H 0.06809 -0.95145 4.43077 -0.36 -0.36 -0.24
H 0.37870 0.66088 3.90752 -0.22 0.19 -0.45
H -3.11739 0.39194 8.23099 0.02 -0.24 -0.85
H -1.76996 0.76485 9.20245 0.14 0.24 -0.10
H -1.43975 -0.37243 7.96609 -0.59 -0.28 -0.40
```
Positions in Å, forces in eV/Å.

## Properties
**E_LUMO**: 0.118 eV
**Gap between HOMO and LUMO**: 10.09 eV
**Net charge**: 0
**Energy relative to the best compared isomer or geometry (same formula, charge and spin)**: 92.5 kcal/mol
**Structure (SMILES)**: COP(=O)(OC)OC.COP(=O)(OC)OC.COP(=O)(OC)OC.COP(=O)(OC)OC.COP(=O)(OC)OC.COP(=O)(OC)OC.COP(=O)(OC)OC.COP(=O)(OC)OC.COP(=O)(OC)OC

# 2
Below is C27H83O12PS11Si as an isolated structure, with properties calculated with ωB97M-V/def2-TZVPD.

Structure (XYZ):
```
135
Properties=species:S:1:pos:R:3:forces:R:3
C 7.91361 -4.07955 4.04458 -0.14 -0.14 -0.18
Si 7.74204 -3.46969 2.28434 0.55 0.02 0.50
C 7.79926 -1.59575 2.23700 -0.15 0.03 0.10
C 9.11363 -4.16509 1.21727 -0.07 0.12 -0.01
O 6.29523 -4.03150 1.68885 0.10 0.70 1.03
C 5.08843 -3.37810 2.10093 -0.19 -0.26 0.05
C 3.93332 -4.33471 2.27107 -0.27 0.30 0.14
P 2.58461 -3.49165 3.36679 -0.04 0.00 -0.05
H 7.65813 -5.14322 4.04865 0.05 0.00 0.05
H 8.93225 -3.98390 4.42358 -0.03 0.11 0.03
H 7.22275 -3.57592 4.72292 0.06 0.03 0.05
H 8.83326 -1.26313 2.34908 0.01 0.04 0.10
H 7.43207 -1.22666 1.27603 0.16 0.19 1.17
H 7.19845 -1.15063 3.03059 0.04 0.07 0.05
H 8.74568 -4.75699 0.37902 0.00 -0.10 -0.01
H 9.79072 -4.78125 1.81128 -0.05 -0.07 -0.05
H 9.70670 -3.34499 0.80468 -0.01 -0.03 -0.03
H 4.83185 -2.62446 1.34872 -0.01 0.10 0.08
H 5.24633 -2.84098 3.05077 0.10 -0.03 -0.04
H 3.45161 -4.55283 1.31312 0.00 -0.03 0.13
H 4.25884 -5.26722 2.73929 0.00 -0.03 -0.01
H 3.41692 -3.64571 4.51993 0.04 0.02 -0.07
H 2.70308 -2.28985 2.63222 -0.03 0.01 0.04
H 1.64373 -4.48109 2.95479 0.00 -0.03 -0.02
H 1.55382 -2.87750 4.19290 0.04 -0.04 0.09
C 1.12590 -1.06429 -0.40830 -0.07 -0.04 -0.14
S 1.30397 0.07639 0.95512 0.36 0.11 -0.05
O 1.11662 -0.73652 2.19795 -0.19 0.09 0.08
C -0.18366 1.01832 0.66352 -0.17 -0.27 0.00
H 1.96506 -1.75868 -0.36551 0.03 0.01 0.01
H 0.18492 -1.60840 -0.30565 -0.02 0.04 0.05
H 1.15774 -0.51042 -1.34820 0.02 -0.01 0.04
H -1.05273 0.36238 0.68772 -0.01 0.01 0.00
H -0.09599 1.52010 -0.29959 0.05 0.02 0.00
H -0.26954 1.76620 1.44348 0.05 0.02 0.00
C 1.88698 -0.63022 -5.82607 0.03 0.08 -0.07
S 0.81987 -0.79243 -4.39719 1.98 -0.75 0.32
O 1.27668 0.22930 -3.40817 -0.17 0.17 -0.05
C 1.48128 -2.36544 -3.82576 0.09 0.01 -0.01
H 1.65065 0.32874 -6.28291 0.01 0.01 -0.01
H 2.92758 -0.65999 -5.50260 -0.02 0.00 0.01
H 1.67286 -1.43751 -6.52609 0.00 0.00 -0.01
H 2.55023 -2.27439 -3.62370 0.00 0.01 0.03
H 1.29035 -3.12619 -4.58314 -0.01 0.00 0.00
H 0.95608 -2.62321 -2.90796 -0.02 0.00 0.00
C -5.09069 1.46925 3.08464 -0.02 0.19 0.12
S -3.59356 2.34210 2.62495 -0.07 -0.03 -0.04
O -3.07681 1.66155 1.40010 0.04 -0.03 -0.07
C -2.59293 1.73645 3.99320 0.01 0.01 0.04
H -5.83363 1.66763 2.31583 0.11 -0.06 0.05
H -4.87632 0.40103 3.11976 0.00 0.02 -0.03
H -5.44288 1.84857 4.04228 0.02 0.04 0.02
H -2.56557 0.64700 3.96994 -0.01 0.00 -0.03
H -3.01504 2.09985 4.93021 0.01 0.01 0.00
H -1.58540 2.12820 3.86387 0.01 0.00 -0.01
C 6.88521 -2.30027 -0.63454 -0.03 0.06 -0.74
S 5.35249 -1.60802 -1.26839 0.15 0.02 0.05
O 4.72929 -2.65621 -2.12460 -0.18 -0.04 -0.06
C 6.11166 -0.42229 -2.38214 -0.04 0.04 -0.06
H 6.62387 -3.09074 0.06771 -0.02 0.17 -0.35
H 7.46388 -2.70996 -1.46255 -0.05 0.00 -0.10
H 7.44403 -1.52194 -0.11427 -0.14 -0.26 -0.91
H 6.75638 -0.95314 -3.08240 -0.01 -0.02 0.01
H 6.67864 0.30592 -1.80248 -0.01 0.00 0.00
H 5.30668 0.07974 -2.91570 -0.01 0.01 0.01
C -7.33782 6.10382 2.87941 -0.02 0.18 0.07
S -6.16118 5.83667 4.20012 0.00 -0.12 -0.09
O -5.61762 4.46735 3.96468 0.07 -0.01 0.17
C -7.36169 5.68586 5.52884 -0.06 0.02 0.00
H -6.76734 6.16277 1.95488 0.01 -0.01 0.00
H -8.02511 5.26419 2.82638 -0.01 -0.06 -0.04
H -7.87790 7.03808 3.03718 0.03 0.01 0.01
H -8.05705 4.88252 5.28669 0.01 0.00 -0.02
H -7.88955 6.63194 5.64811 0.00 0.00 0.01
H -6.81667 5.45000 6.44059 0.02 0.00 -0.02
C 4.58927 -7.00789 -2.30064 -0.03 -0.01 -0.11
S 5.97645 -6.00342 -1.75320 -0.12 0.03 0.19
O 7.19261 -6.85363 -1.87715 0.14 -0.11 0.00
C 5.52119 -6.00016 -0.01449 0.19 -0.38 -0.46
H 4.70734 -7.16911 -3.37002 -0.01 -0.01 -0.02
H 4.60880 -7.96208 -1.77427 0.02 0.01 0.01
H 3.65972 -6.47228 -2.10816 0.01 0.01 0.00
H 5.47251 -7.02759 0.34635 -0.06 -0.10 -0.10
H 4.56126 -5.49797 0.10461 0.21 -0.07 -0.10
H 6.28680 -5.45498 0.53542 -0.34 -0.36 -0.39
C -8.01441 3.71334 -0.98411 0.00 -0.05 -0.10
S -9.45001 3.45906 0.06571 0.25 -0.01 0.17
O -9.29246 4.42046 1.19649 -0.20 0.12 -0.02
C -8.92752 1.87448 0.71253 -0.10 -0.09 -0.05
H -8.11137 4.69603 -1.44130 -0.02 0.00 0.01
H -7.11422 3.66604 -0.37164 -0.02 -0.02 0.03
H -7.99361 2.94400 -1.75597 0.02 0.01 -0.02
H -7.97155 1.98522 1.21914 0.00 0.03 -0.03
H -8.83010 1.15737 -0.10062 0.02 -0.03 0.02
H -9.68731 1.53948 1.41622 -0.01 0.02 -0.01
C -1.00259 2.32984 -3.24515 7.88 4.60 2.03
S -1.68451 2.40837 -4.90160 9.00 4.64 -2.27
O -0.86251 1.50515 -5.75501 9.32 8.30 -3.99
C -1.13608 4.07957 -5.27188 0.44 0.21 0.04
H -1.19924 1.33203 -2.85990 5.85 2.86 2.63
H 0.07349 2.48994 -3.28949 0.90 1.49 -0.33
H -1.49465 3.07269 -2.61637 -0.16 -0.23 0.21
H -0.05140 4.12469 -5.17699 -0.07 0.10 0.04
H -1.61531 4.77948 -4.58727 0.01 -0.04 0.01
H -1.43168 4.30194 -6.29508 -0.05 -0.11 0.00
C 0.69069 4.97049 3.38605 0.00 0.02 0.04
S 0.02768 4.93382 1.71560 -0.06 -0.02 0.02
O 0.90189 4.02137 0.93380 0.06 0.04 -0.04
C 0.51690 6.60866 1.28091 0.00 0.05 0.02
H 0.52423 3.98782 3.82308 0.00 -0.01 -0.01
H 1.75919 5.18048 3.34286 0.00 -0.01 -0.02
H 0.16536 5.72700 3.96904 -0.01 -0.01 0.01
H 1.59654 6.70670 1.39252 0.00 -0.02 0.00
H -0.00816 7.31815 1.92042 0.00 0.00 -0.01
H 0.23372 6.76908 0.24284 0.00 -0.01 0.00
C -7.43308 -2.39599 0.18356 0.00 -0.04 -0.03
S -6.03322 -1.42057 0.75023 0.12 0.03 -0.04
O -6.54030 -0.02654 0.91146 -0.21 -0.11 -0.15
C -5.10469 -1.45517 -0.77980 -0.01 -0.04 0.04
H -8.15329 -2.44292 0.99778 0.01 0.01 0.01
H -7.87930 -1.91011 -0.68430 0.02 0.01 0.00
H -7.09571 -3.40137 -0.06788 -0.01 0.00 0.00
H -5.70105 -1.00846 -1.57458 0.00 0.01 0.01
H -4.84271 -2.48538 -1.02154 0.00 -0.01 0.01
H -4.19863 -0.87225 -0.63950 0.01 0.08 0.01
C -1.96609 0.04428 -4.98917 -5.73 -6.35 3.49
S -2.41752 0.96129 -3.51236 -15.12 -10.58 -2.54
O -3.06434 -0.00872 -2.58699 -0.22 -0.65 0.75
C -3.74945 1.90278 -4.26629 -5.63 -0.24 0.01
H -1.17195 -0.64528 -4.71132 -0.88 0.52 -0.23
H -2.83333 -0.50870 -5.34963 -0.66 -0.34 0.76
H -1.60172 0.73793 -5.74660 -1.88 -3.12 -1.93
H -4.48838 1.21434 -4.67616 -0.53 -0.10 0.17
H -3.34312 2.54774 -5.04527 -3.91 -0.43 0.62
H -4.19762 2.51009 -3.48259 -0.35 -0.13 0.31
```
Positions in Å, forces in eV/Å.

## Properties
**E_LUMO**: 0.047 eV
**Gap between HOMO and LUMO**: 6.11 eV
**Net charge**: 0
**Energy relative to the best compared isomer or geometry (same formula, charge and spin)**: 375.4 kcal/mol

Strongest force on any atom list, top to bottom, in Eh/bohr: 0.053 0.362